Entry 1:
Density functional theory data (ωB97M-V/def2-TZVPD) for an isolated molecule of C4H6N2O in a non-equilibrium geometry.

The geometry in XYZ format:
```
13
Properties=species:S:1:pos:R:3:forces:R:3:nbo_charge:R:1
O -2.073 1.442 -0.345 0.9 0.9 1.6 -0.74
N 1.406 0.382 0.583 0.7 -1.1 -0.8 -0.49
N 1.285 -1.687 -0.222 -2.7 2.2 1.6 -0.52
C -1.043 1.416 0.689 1.6 -3.4 -2.2 -0.04
C 0.094 -0.012 0.424 -2.4 4.5 2.7 0.10
C -0.022 -1.293 0.083 -0.3 -1.2 -1.9 -0.17
C 2.089 -0.673 0.171 0.4 -1.1 -0.4 0.18
H 1.466 -2.579 -0.515 1.1 -2.3 -0.8 0.41
H -1.428 1.710 1.674 0.0 -0.9 -0.2 0.19
H -2.155 0.596 -0.765 0.2 -0.6 -0.1 0.47
H -0.202 2.018 0.435 0.0 1.3 -0.3 0.19
H 3.122 -1.018 0.081 0.2 1.5 0.4 0.20
H -0.887 -1.887 -0.214 0.4 0.2 0.3 0.22
```
Forces are in eV/Å.

Output
frontier orbital gap = 9.988 eV
charge = 0
molecular weight = 98.10 g mol⁻¹
ΔE to the lowest compared entry with this formula, charge and spin = 270.2 kJ/mol
SMILES string = OCc1c[nH]cn1

***

Entry 2:
Density functional theory data (ωB97M-V/def2-TZVPD) for an isolated molecule of C4H6N2O in a non-equilibrium geometry.

The geometry in XYZ format:
```
13
Properties=species:S:1:pos:R:3:forces:R:3:nbo_charge:R:1
O -1.894 -0.003 -2.144 1.5 -0.9 0.1 -0.71
N -1.206 0.644 -0.209 0.5 -0.2 0.3 -0.51
N 1.811 -0.492 1.442 0.3 -0.1 0.1 -0.87
C -0.384 0.619 0.880 0.0 0.0 0.6 -0.14
C -0.776 -0.083 -1.256 1.4 -0.4 1.6 0.44
C 0.673 -0.212 0.638 -0.3 0.1 -0.2 0.06
C 0.592 -0.795 -0.651 -2.5 2.4 -2.0 -0.39
H -1.814 -0.322 -3.047 0.7 -0.2 0.2 0.50
H -0.614 1.248 1.714 0.0 0.0 0.4 0.21
H 2.437 0.275 1.645 -0.3 0.0 0.1 0.38
H 1.666 -1.097 2.240 -0.1 0.3 -0.2 0.38
H -2.124 1.080 -0.198 0.4 -0.2 -0.2 0.42
H 1.633 -0.863 -1.052 -1.5 -0.8 -0.7 0.24
```
Forces are in eV/Å.

Output
frontier orbital gap = 8.151 eV
charge = 0
molecular weight = 98.10 g mol⁻¹
ΔE to the lowest compared entry with this formula, charge and spin = 325.3 kJ/mol
SMILES string = Nc1c[nH]c(O)c1

***

Entry 3:
Density functional theory data (ωB97M-V/def2-TZVPD) for a structure of composition C4H6N2O.

The geometry in XYZ format:
```
13
Properties=species:S:1:pos:R:3:forces:R:3:nbo_charge:R:1
O 1.674 1.856 0.617 -0.2 -0.4 -0.1 -0.65
N 1.352 -0.218 0.248 -0.2 0.1 -0.1 -0.65
N -0.438 1.107 -0.414 0.3 0.0 0.1 -0.41
C -0.785 -0.322 -0.675 0.1 -0.1 -0.1 -0.09
C 0.853 0.989 0.160 -0.1 -0.4 0.0 0.71
C -1.447 0.408 0.423 -0.1 0.0 0.2 -0.24
C 0.440 -1.203 -0.342 0.0 0.1 0.0 -0.23
H -1.173 0.156 1.449 0.0 0.1 -0.2 0.21
H 2.272 0.636 0.742 -0.2 0.2 -0.1 0.51
H 0.854 -1.651 -1.257 -0.1 0.2 0.2 0.20
H -1.332 -0.516 -1.598 0.2 0.1 0.3 0.22
H -2.465 0.778 0.295 0.3 -0.1 0.0 0.22
H 0.194 -2.021 0.352 0.1 0.3 -0.1 0.21
```
Forces are in eV/Å.

Output
frontier orbital gap = 10.455 eV
charge = 0
molecular weight = 98.10 g mol⁻¹
ΔE to the lowest compared entry with this formula, charge and spin = 339.7 kJ/mol